# 1
Computed, not measured: an isolated molecule of C2H2F2O2S at a distorted geometry, with the ωB97M-V functional and the def2-TZVPD basis.

Computed properties:
ΔE to the lowest compared entry with this formula, charge and spin (eV): 1.331
Orbital gap (eV): 11.25
E (Eh): -825.70119
HOMO (hartree): -0.430
Structure (SMILES): C=C(F)S(=O)(=O)F
F_max (eV Å⁻¹): 6.15

Cartesian coordinates (Å):
C (1.55874, 0.00597, 0.28546)
C (0.59918, -0.68973, -0.12476)
F (0.45527, -1.95253, -0.43758)
S (-1.40890, 0.22848, -0.28748)
O (-1.58013, 0.84187, -1.54383)
O (-2.48133, -0.51491, 0.30319)
F (-0.92611, 1.47008, 0.78162)
H (1.25029, 0.91979, 0.60867)
H (2.53299, -0.30902, 0.41471)


# 2
Computed, not measured: an isolated molecule of C2H2F3NO2 at a distorted geometry, with the ωB97M-V functional and the def2-TZVPD basis.

Computed properties:
ΔE to the lowest compared entry with this formula, charge and spin (eV): 6.352
Orbital gap (spin up / spin down) (eV): 9.47 / 9.47
E (Eh): -582.03928
HOMO (spin up / spin down) (hartree): -0.376 / -0.376
Structure (SMILES): [O-]/[N+](=C\F)OC(F)F
F_max (eV Å⁻¹): 6.38

Cartesian coordinates (Å):
O (-1.34007, -2.11910, -1.09802)
N (-0.28849, -1.49103, -0.97288)
C (0.95539, -1.81967, -0.70868)
F (1.13313, -3.05990, -0.34346)
O (-0.17742, 0.21006, -1.01504)
C (-0.96095, 1.00648, -0.23045)
F (-1.40422, 2.01784, -0.94524)
F (-2.04415, 0.36722, 0.01775)
H (1.49141, -1.01405, -0.56920)
H (-0.52456, 1.42197, 0.86989)


# 3
Computed, not measured: a cluster of 2 separate species, C2H2F5N in total at a distorted geometry, with the ωB97M-V functional and the def2-TZVPD basis.

Computed properties:
ΔE to the lowest compared entry with this formula, charge and spin (eV): 2.426
Orbital gap (eV): 11.40
E (Eh): -631.41764
HOMO (hartree): -0.389
F_max (eV Å⁻¹): 3.20

Cartesian coordinates (Å):
C (-0.71597, -1.98232, 0.64845)
C (0.44908, 0.92779, 0.15142)
N (-0.15432, 1.10531, -1.13422)
F (-0.06018, -2.46679, -0.34183)
F (-0.26693, -2.51715, 1.75380)
F (-0.17990, 1.66166, 1.03923)
F (1.72344, 1.47378, 0.10077)
F (0.59341, -0.33140, 0.55745)
H (-0.84260, 1.80128, -1.11055)
H (-0.54602, 0.32782, -1.66453)


# 4
Computed, not measured: a cluster of 2 separate species, C2H2F5N in total at a distorted geometry, with the ωB97M-V functional and the def2-TZVPD basis.

Computed properties:
ΔE to the lowest compared entry with this formula, charge and spin (eV): 4.112
Orbital gap (spin up / spin down) (eV): 8.25 / 11.07
E (Eh): -631.35568
HOMO (spin up / spin down) (hartree): -0.355 / -0.417
F_max (eV Å⁻¹): 2.61

Cartesian coordinates (Å):
C (1.49724, 0.08611, 0.41447)
C (-1.78854, 0.02618, -0.14182)
N (0.72552, 0.78322, -0.54539)
F (2.76023, -0.01127, -0.14360)
F (0.94994, -1.20419, 0.43862)
F (-1.55952, -0.71430, 0.85362)
F (-2.25985, -0.69414, -1.10657)
F (-2.49575, 1.13134, 0.07489)
H (1.35841, 0.38757, 1.49900)
H (0.81232, 0.20947, -1.34322)


# 5
Computed, not measured: a structure of composition C2H2F5NOP at a distorted geometry, with the ωB97M-V functional and the def2-TZVPD basis.

Computed properties:
ΔE to the lowest compared entry with this formula, charge and spin (eV): 1.549
Orbital gap (eV): 7.32
E (Eh): -1048.01721
HOMO (hartree): -0.117
Total charge: -1
F_max (eV Å⁻¹): 5.32

Cartesian coordinates (Å):
C (1.44141, 1.16514, 0.23319)
C (-0.84300, -0.03349, 0.23123)
N (-0.03337, 0.65055, -0.70986)
O (0.37163, -0.24755, -1.56094)
F (1.20061, 2.14142, 1.09735)
F (1.88269, 0.16248, 0.96697)
F (2.41133, 1.42343, -0.59542)
F (-2.14319, 0.30381, -0.01521)
F (-0.56065, 0.17266, 1.55132)
P (-0.63915, -1.81226, -0.35757)
H (-1.58498, -2.30339, 0.73609)
H (-1.50332, -1.62279, -1.57716)


# 6
Computed, not measured: a structure of composition C2H2F6O7S2Sn at a distorted geometry, with the ωB97M-V functional and the def2-TZVPD basis.

Computed properties:
Spin multiplicity: 2
Orbital gap (spin up / spin down) (eV): 6.11 / 6.30
E (Eh): -2213.96508
HOMO (spin up / spin down) (hartree): -0.196 / -0.199
Total charge: -1
F_max (eV Å⁻¹): 5.53

Cartesian coordinates (Å):
Sn (-0.50450, -2.54607, -0.64435)
C (1.73011, 0.52482, 2.74879)
F (2.26482, 0.13202, 1.64867)
F (2.43067, 0.13073, 3.84120)
F (1.69999, 1.84443, 2.60408)
S (-0.12793, -0.13427, 2.91986)
O (-0.26692, -0.56968, 4.32351)
O (-0.99700, 1.01378, 2.60375)
O (-0.23019, -1.17960, 1.94805)
C (-0.29232, 2.24354, -2.51995)
F (0.48650, 3.35830, -2.74284)
F (-1.59511, 2.55260, -2.73276)
F (0.09621, 1.24585, -3.33657)
S (-0.08202, 1.52039, -0.69337)
O (-0.88166, 0.32607, -0.63961)
O (1.36684, 1.19465, -0.54701)
O (-0.57570, 2.46803, 0.34542)
O (-1.46730, -4.45384, -2.74887)
H (-0.79980, -4.73734, -3.37360)
H (-2.25470, -4.93440, -3.00440)


# 7
Computed, not measured: a structure of composition C2H2FFeO at a distorted geometry, with the ωB97M-V functional and the def2-TZVPD basis.

Computed properties:
Spin multiplicity: 6
ΔE to the lowest compared entry with this formula, charge and spin (eV): 0.385
Orbital gap (spin up / spin down) (eV): 7.75 / 8.43
E (Eh): -1516.07486
HOMO (spin up / spin down) (hartree): -0.285 / -0.349
F_max (eV Å⁻¹): 2.94

Cartesian coordinates (Å):
F (-0.85966, -0.60053, 0.81434)
O (0.62273, 0.57410, -0.51751)
C (0.89108, -0.56776, -0.17263)
C (1.48337, -1.71211, -0.45986)
Fe (-1.08847, 1.49141, 0.09321)
H (1.59916, -2.46886, 0.31434)
H (1.74643, -1.92218, -1.49572)


# 8
Computed, not measured: a structure of composition C2H2FGdO at a distorted geometry, with the ωB97M-V functional and the def2-TZVPD basis.

Computed properties:
Spin multiplicity: 8
ΔE to the lowest compared entry with this formula, charge and spin (eV): 0.228
Orbital gap (spin up / spin down) (eV): 9.39 / 4.38
E (Eh): -1017.41681
HOMO (spin up / spin down) (hartree): -0.733 / -0.668
Total charge: +2
F_max (eV Å⁻¹): 3.66

Cartesian coordinates (Å):
C (-1.49753, -0.04210, 0.09328)
C (-0.22810, -0.27260, -0.08996)
O (0.75353, -0.92996, -0.32621)
H (-2.15952, -0.89324, 0.25862)
H (-1.91591, 0.94356, -0.10888)
F (1.95359, 1.42927, 0.37644)
Gd (3.09394, -0.23494, -0.20329)


# 9
Computed, not measured: a cluster of 2 separate species, C2H2FIS in total at a distorted geometry, with the ωB97M-V functional and the def2-TZVPD basis.

Computed properties:
ΔE to the lowest compared entry with this formula, charge and spin (eV): 3.638
Orbital gap (spin up / spin down) (eV): 8.08 / 6.95
E (Eh): -872.98814
HOMO (spin up / spin down) (hartree): -0.342 / -0.338
F_max (eV Å⁻¹): 3.07

Cartesian coordinates (Å):
C (0.17159, -0.82484, -0.15931)
C (-0.12576, 0.49663, -0.39064)
F (1.43026, -1.20130, -0.53541)
S (-0.83958, -1.83054, 0.58418)
I (-2.01066, 1.36414, 0.10861)
H (0.81011, 1.00413, 1.35868)
H (0.56404, 0.99178, -0.96612)


# 10
Computed, not measured: a structure of composition C2H2FKLiMgO at a distorted geometry, with the ωB97M-V functional and the def2-TZVPD basis.

Computed properties:
Orbital gap (spin up / spin down) (eV): 8.69 / 5.03
E (Eh): -1059.78613
HOMO (spin up / spin down) (hartree): -0.491 / -0.404
Total charge: +1
F_max (eV Å⁻¹): 3.54

Cartesian coordinates (Å):
C (0.57428, -0.49393, 1.21180)
C (-0.42627, -1.27473, 0.77538)
O (0.93841, 0.59995, 0.42001)
H (1.16616, -0.57641, 2.13666)
F (-1.36055, 0.92497, -3.83158)
H (-0.63739, -2.09710, 1.47364)
Li (-0.48556, -0.14856, -2.80292)
Mg (2.20969, 1.93492, 0.59854)
K (-1.97877, 1.13088, 0.01848)


# 11
Computed, not measured: a structure of composition C2H2FLi2O at a distorted geometry, with the ωB97M-V functional and the def2-TZVPD basis.

Computed properties:
ΔE to the lowest compared entry with this formula, charge and spin (eV): 7.500
Orbital gap (spin up / spin down) (eV): 4.14 / 5.83
E (Eh): -267.11613
HOMO (spin up / spin down) (hartree): -0.366 / -0.424
Total charge: +1
F_max (eV Å⁻¹): 4.43

Cartesian coordinates (Å):
C (-0.66909, -1.21260, 0.54122)
F (0.35240, -1.51692, 1.32583)
H (-1.19035, -2.10130, 0.19804)
C (0.68466, 0.35948, -1.38691)
O (0.58811, 1.28516, -0.68480)
Li (-0.68666, 0.60441, 1.63017)
Li (0.48550, 2.74502, 0.66045)
H (0.43543, -0.16325, -2.28400)


# 12
Computed, not measured: a structure of composition C2H2FLiOSm at a distorted geometry, with the ωB97M-V functional and the def2-TZVPD basis.

Computed properties:
Spin multiplicity: 7
ΔE to the lowest compared entry with this formula, charge and spin (eV): 2.380
Orbital gap (spin up / spin down) (eV): 7.29 / 7.45
E (Eh): -917.25974
HOMO (spin up / spin down) (hartree): -0.605 / -0.605
Total charge: +2
F_max (eV Å⁻¹): 4.42

Cartesian coordinates (Å):
H (-1.46948, -0.45495, -0.75643)
C (0.74127, 0.73602, -0.53720)
C (-0.00585, -0.35312, -0.70048)
O (-0.89694, -0.63179, 0.31211)
Li (0.50235, -2.55056, -0.24151)
Sm (-0.99185, 0.70520, 2.34213)
F (0.40778, 1.59161, 0.54758)
H (1.71273, 0.95760, -0.96621)


Q: Which of these has the highest F_max?
A: C2H2F3NO2